No. 1
{
  "formula": "C9H12N2OPS",
  "method": "ωB97M-V/def2-TZVPD",
  "lumo_ev": [-3.890, -5.191],
  "multiplicity": 3,
  "s_squared": 2.00,
  "homo_energy_ha": [-0.447, -0.447],
  "total_charge": 1,
  "e_above_lowest_kcal_mol": 9.4,
  "total_energy_ha": -1274.07387,
  "elements": ["C", "C", "C", "C", "C", "C", "C", "C", "C", "N", "N", "O", "P", "S", "H", "H", "H", "H", "H", "H", "H", "H", "H", "H", "H", "H"],
  "coordinates": [[1.36437, 1.22139, 3.35516], [2.52750, 0.63568, 2.85460], [0.12632, 1.12933, 2.72739], [2.57444, 0.25716, 1.47900], [0.10888, 0.56310, 1.46325], [1.34297, 0.16391, 0.85147], [-0.69550, -0.05271, -0.56637], [-1.13126, -0.95024, -2.70972], [-3.00174, -0.25984, -1.32205], [-0.94807, 0.42723, 0.62049], [-1.56199, -0.35710, -1.45229], [1.36474, -1.84087, -0.87909], [1.12913, -0.21438, -0.96593], [1.90258, 0.19420, -4.35756], [1.34699, 1.70394, 4.36077], [3.51194, 0.70407, 3.28681], [-0.60029, 1.58750, 3.32283], [3.46271, 0.00948, 1.03362], [-1.08931, -1.96899, -2.75184], [-1.91965, -0.57587, -3.54691], [-0.19705, -0.73914, -3.06740], [-3.24666, -1.28925, -1.64110], [-3.46201, 0.17132, -0.37038], [-3.47534, 0.51522, -2.02560], [-1.74205, 0.93738, 0.97093], [2.30836, -1.97252, -0.67009]],
  "forces_ev_per_angstrom": [[0.875, -0.685, 1.458], [0.428, 1.024, -1.917], [1.620, -0.367, -0.853], [-3.634, 0.370, 2.788], [3.873, 0.108, 1.004], [-0.285, 0.797, -0.922], [0.958, -0.632, -0.684], [-4.410, 2.453, -2.336], [-1.804, 1.133, -0.443], [-1.668, 0.937, 0.918], [-0.371, 0.345, -1.027], [0.084, 0.003, -0.428], [0.316, 0.250, 2.204], [0.119, 0.032, -0.040], [0.319, -0.533, -0.922], [-0.174, 0.094, 0.814], [-1.878, 0.340, 0.017], [2.049, -0.562, -1.112], [-0.754, -3.032, 0.619], [1.990, -0.937, 1.887], [2.476, 1.647, -0.425], [-1.210, 0.696, 0.662], [1.232, -1.480, -0.663], [1.142, -1.325, 0.259], [-0.881, -0.380, -0.713], [-0.413, -0.294, -0.148]]
}


No. 2
{
  "formula": "C9H12N3",
  "method": "ωB97M-V/def2-TZVPD",
  "smiles": "C1=CC2=NC[C@@H]3CC[NH2+][C@]23N=C1",
  "lumo_ev": -4.436,
  "homo_energy_ha": -0.473,
  "total_charge": 1,
  "e_above_lowest_kcal_mol": 35.0,
  "total_energy_ha": -514.12038,
  "elements": ["C", "C", "C", "C", "C", "C", "C", "C", "C", "N", "N", "N", "H", "H", "H", "H", "H", "H", "H", "H", "H", "H", "H", "H"],
  "coordinates": [[-2.95999, 0.24251, 0.24838], [-2.32332, -0.79267, 0.83646], [-2.32930, 1.10452, -0.74065], [-1.00320, -1.08470, 0.39141], [2.24458, 0.27631, -0.42178], [0.83531, -1.86657, -0.65084], [1.82645, 0.64912, 0.99398], [0.97079, -0.34548, -1.00699], [-0.17115, 0.37454, -0.29985], [-1.08303, 1.20629, -0.99496], [-0.32953, -2.09559, 0.12846], [0.46947, 1.20250, 0.78533], [-3.98471, 0.47000, 0.50338], [-2.80153, -1.44601, 1.55178], [-2.97081, 1.78270, -1.28895], [2.52824, 1.16150, -0.99062], [3.08267, -0.41595, -0.42642], [0.73709, -2.48216, -1.54922], [1.70662, -2.25278, -0.11404], [1.74877, -0.24405, 1.61722], [2.47968, 1.37742, 1.46990], [0.91253, -0.21131, -2.08645], [-0.10902, 1.22639, 1.63063], [0.52340, 2.16349, 0.41382]],
  "forces_ev_per_angstrom": [[0.153, -0.706, 0.682], [-0.994, 0.126, 0.120], [0.351, 0.188, -0.157], [2.695, 3.308, -1.810], [-0.122, -0.015, -0.107], [0.518, 0.241, -0.413], [0.829, -0.318, -0.026], [0.061, -0.065, -0.023], [-2.070, -3.356, 1.230], [0.361, 0.526, -0.416], [-1.082, -0.791, 0.695], [-0.337, 0.474, -0.039], [-0.068, -0.053, 0.015], [-0.190, -0.017, 0.051], [-0.137, 0.056, -0.061], [0.071, 0.079, 0.047], [0.064, 0.061, 0.017], [0.101, 0.098, 0.026], [0.017, 0.074, -0.031], [-0.112, 0.153, 0.047], [-0.144, 0.006, 0.084], [-0.038, 0.058, 0.069], [0.114, 0.021, -0.148], [-0.039, -0.149, 0.148]]
}


No. 3
{
  "formula": "C9H12N3O2",
  "method": "ωB97M-V/def2-TZVPD",
  "smiles": "C[C@@]1(c2cccc[nH+]2)NCC(=O)N1O",
  "lumo_ev": -4.368,
  "homo_energy_ha": -0.466,
  "total_charge": 1,
  "e_above_lowest_kcal_mol": 22.8,
  "total_energy_ha": -664.56317,
  "elements": ["C", "C", "C", "C", "C", "C", "C", "C", "C", "N", "N", "N", "O", "O", "H", "H", "H", "H", "H", "H", "H", "H", "H", "H", "H", "H"],
  "coordinates": [[-2.37617, -1.42335, -0.84158], [-2.90705, -0.26230, -1.41618], [-1.32102, -1.39731, -0.01297], [-2.34768, 0.92532, -1.10874], [-0.69865, -0.14604, 0.15671], [2.08501, 0.20533, -0.97900], [1.84808, 1.55237, -0.50174], [0.68369, 0.07662, 1.01247], [0.62934, -0.33310, 2.49294], [-1.23713, 0.96230, -0.41751], [1.89828, -0.68019, 0.05329], [0.99912, 1.46294, 0.78320], [2.67711, -0.06230, -2.02551], [1.79059, -1.98248, -0.30227], [-2.85503, -2.35754, -1.04899], [-3.80196, -0.23871, -2.15639], [-1.10882, -2.32042, 0.49645], [-2.74574, 1.91695, -1.35950], [2.84147, 2.01859, -0.29489], [1.36801, 2.16114, -1.19581], [0.03104, 0.41462, 3.11636], [1.57087, -0.60931, 2.99554], [0.06416, -1.29342, 2.46425], [1.61442, 1.70203, 1.54312], [-0.78934, 1.90065, -0.17740], [2.08741, -2.19238, -1.27583]],
  "forces_ev_per_angstrom": [[-2.024, 0.276, -1.690], [-2.198, -0.637, -1.829], [1.132, 1.439, 0.832], [-1.045, 1.669, -0.934], [1.723, -0.557, 1.692], [2.610, -1.237, -1.178], [0.234, 1.196, 2.663], [-0.351, -0.404, -2.836], [-1.404, -0.947, -0.299], [2.324, 0.186, 2.180], [-2.120, 1.787, 0.949], [1.765, -0.556, -0.656], [-1.481, -0.148, 1.032], [-0.005, -2.246, -1.240], [-0.253, -0.397, -0.101], [1.638, -0.377, 1.676], [0.899, 0.154, 0.222], [0.058, -0.660, -0.280], [-0.786, -0.282, -0.047], [-0.829, 0.958, -1.371], [0.861, -0.920, -1.019], [-0.079, 0.631, -0.642], [0.186, 0.613, 0.467], [0.050, 0.561, 0.283], [-0.359, -1.684, -0.061], [-0.544, 1.579, 2.187]]
}


No. 4
{
  "formula": "C9H12N3S",
  "method": "ωB97M-V/def2-TZVPD",
  "lumo_ev": [-5.078, -5.078],
  "homo_energy_ha": [-0.437, -0.437],
  "total_charge": 1,
  "e_above_lowest_kcal_mol": 105.6,
  "total_energy_ha": -912.18116,
  "elements": ["C", "C", "C", "C", "C", "C", "C", "C", "C", "N", "N", "N", "S", "H", "H", "H", "H", "H", "H", "H", "H", "H", "H", "H", "H"],
  "coordinates": [[4.38652, 0.34461, 0.54389], [4.13763, 1.15582, -0.55987], [3.47652, -0.64331, 0.88040], [2.87522, 1.23668, -1.09600], [2.23224, -0.57140, 0.32251], [1.91648, 0.35789, -0.63057], [-2.73447, 1.12617, -0.29684], [-0.84113, -0.03895, 0.19640], [-3.01103, -1.42435, 0.18409], [-1.73775, 1.91895, 0.37410], [-0.72347, 1.28356, 0.53362], [-2.28717, -0.24842, -0.44774], [0.55869, 0.18148, -1.63380], [5.29309, 0.45164, 1.08964], [4.93439, 1.88285, -0.99052], [3.78564, -1.33516, 1.67848], [2.65085, 1.85558, -1.93382], [1.50129, -1.25206, 0.42534], [-3.71714, 1.31935, 0.30423], [-2.89755, 1.57762, -1.25331], [-0.20285, -0.63536, 0.78741], [-2.38828, -2.22059, -0.04626], [-3.22658, -1.38223, 1.19922], [-3.93856, -1.64874, -0.39920], [-2.14960, -0.53454, -1.47474]],
  "forces_ev_per_angstrom": [[0.047, 0.087, -1.118], [1.782, 2.211, -0.195], [0.555, 0.448, 1.577], [0.200, -0.375, -0.107], [1.534, 0.721, -0.493], [1.170, 0.525, -0.671], [-3.753, 1.757, 1.178], [1.786, 1.069, -4.963], [-1.484, 0.652, -2.872], [-1.056, 1.580, -0.561], [0.943, -0.388, 1.585], [1.909, -1.726, 0.546], [-3.020, -0.714, 1.659], [0.720, -0.160, 0.125], [-1.359, -1.439, 1.069], [-0.595, 0.153, -0.518], [-0.024, 0.574, -0.366], [-1.982, -2.829, 1.040], [1.560, -1.072, -1.074], [-0.052, 0.200, -0.714], [-0.529, -1.725, 0.637], [1.269, -1.694, -0.004], [-0.081, 0.734, 1.792], [0.570, 0.633, 0.545], [-0.110, 0.778, 1.904]]
}